[1]
Molecular formula: C19H22NO
Method: DFT, the ωB97M-V functional and the def2-TZVPD basis

## Properties
SMILES: COc1ccc([C@@H](c2ccccc2)[N+]2=C(C)CCC2)cc1
Total charge: +1
HOMO energy: -11.28 eV
2S+1: 1
Frontier orbital gap: 7.57 eV
Molecular weight: 280.39 g mol⁻¹
E_LUMO: -3.7 eV

Last column: Löwdin charge in e.
Atoms and positions in Å:
C (1.88, -2.96, 1.04)  0.013
C (0.45, -2.67, 0.94)  -0.177
N (-0.26, -1.56, 0.86)  0.066
C (-1.75, -1.89, 0.96)  -0.045
C (-1.81, -3.43, 1.09)  -0.128
C (-0.36, -3.92, 1.10)  -0.107
H (1.95, -4.07, 1.00)  0.102
H (2.52, -2.60, 0.22)  0.092
H (2.33, -2.69, 2.01)  0.126
H (-2.17, -1.40, 1.85)  0.124
H (-2.26, -1.58, 0.04)  0.139
H (-2.33, -3.77, 2.00)  0.126
H (-2.31, -3.84, 0.21)  0.121
H (-0.19, -4.63, 0.27)  0.151
H (-0.09, -4.44, 2.04)  0.151
C (0.78, 2.47, -5.40)  -0.044
O (1.42, 1.43, -4.62)  -0.075
C (1.05, 1.14, -3.36)  -0.280
C (1.78, 0.15, -2.68)  0.016
C (1.44, -0.24, -1.39)  -0.038
C (0.37, 0.31, -0.70)  -0.185
C (0.20, -0.18, 0.72)  -0.130
C (-0.40, 1.17, 1.54)  -0.101
C (-0.67, 0.85, 2.86)  -0.085
C (-1.09, 1.82, 3.81)  -0.065
C (-1.18, 3.16, 3.47)  -0.073
C (-0.79, 3.55, 2.19)  -0.056
C (-0.35, 2.57, 1.26)  -0.044
C (-0.32, 1.36, -1.38)  -0.035
C (0.00, 1.76, -2.68)  0.005
H (1.26, 2.43, -6.40)  0.103
H (-0.30, 2.29, -5.52)  0.096
H (0.95, 3.47, -4.97)  0.099
H (2.63, -0.32, -3.18)  0.124
H (2.11, -0.91, -0.85)  0.095
H (1.16, -0.22, 1.23)  0.146
H (-0.47, -0.17, 3.19)  0.109
H (-1.34, 1.46, 4.81)  0.110
H (-1.51, 3.88, 4.19)  0.104
H (-0.83, 4.61, 1.93)  0.115
H (0.09, 3.03, 0.35)  0.114
H (-1.05, 2.01, -0.86)  0.107
H (-0.55, 2.57, -3.16)  0.114

[2]
Molecular formula: C7H14NS
Method: DFT, the ωB97M-V functional and the def2-TZVPD basis

## Properties
SMILES: C=[N+](C)[C@H](S)C1(C)CC1
Total charge: +1
HOMO energy: -13.63 eV
2S+1: 1
Frontier orbital gap: 8.91 eV
Molecular weight: 144.26 g mol⁻¹
E_LUMO: -4.7 eV

Last column: Löwdin charge in e.
Atoms and positions in Å:
C (1.76, -1.08, 1.13)  0.156
C (-0.96, 1.54, -0.93)  -0.030
C (-2.00, 0.38, -1.10)  -0.052
C (-0.59, 0.07, -0.74)  -0.513
C (0.39, -0.59, -1.68)  -0.047
C (1.01, 1.12, 1.82)  0.038
C (-0.40, -0.41, 0.73)  -0.477
N (0.87, -0.19, 1.27)  -0.170
S (-0.86, -2.30, 0.86)  0.860
H (1.48, -1.99, 0.62)  0.063
H (2.78, -1.10, 1.46)  0.137
H (-0.63, 1.99, -1.75)  0.061
H (-1.13, 2.19, 0.00)  0.134
H (-2.68, 0.14, -0.15)  0.156
H (-2.47, 0.15, -2.05)  0.112
H (0.77, -1.55, -1.36)  0.040
H (1.33, 0.06, -1.95)  0.134
H (-0.10, -0.80, -2.63)  0.100
H (1.95, 1.34, 2.33)  0.123
H (0.13, 1.44, 2.31)  0.106
H (1.09, 1.76, 0.92)  0.127
H (-1.03, 0.16, 1.32)  0.087
H (-0.70, -2.33, -0.43)  -0.146

[3]
Molecular formula: C10H11CsN2O9P2S2
Method: DFT, the ωB97M-V functional and the def2-TZVPD basis

## Properties
Total charge: -2
HOMO energy: -1.95 eV
2S+1: 1
Frontier orbital gap: 5.77 eV
Molecular weight: 562.19 g mol⁻¹
E_LUMO: 3.8 eV

Last column: Löwdin charge in e.
Atoms and positions in Å:
Cs (1.29, -0.94, -2.10)  1.208
O (5.60, -3.10, -2.98)  -0.164
P (4.20, -2.27, -2.98)  0.039
O (3.09, -3.21, -2.59)  -0.476
O (4.43, -1.05, -2.13)  -0.408
O (4.05, -1.83, -4.50)  -0.458
P (3.18, -0.70, -5.45)  0.574
O (3.96, 1.12, -3.69)  -0.159
O (1.87, -0.56, -4.74)  -0.721
O (4.11, 0.66, -5.07)  -0.430
H (5.52, -3.90, -3.51)  0.045
H (4.28, 0.35, -3.15)  0.005
O (-3.70, 0.77, 2.40)  0.008
C (-3.93, -0.40, 1.77)  -0.291
C (-5.10, -1.10, 2.09)  -0.043
C (-5.38, -2.31, 1.49)  -0.125
C (-4.51, -2.84, 0.55)  -0.120
C (-3.36, -2.15, 0.23)  -0.035
C (-3.04, -0.93, 0.82)  -0.068
C (-1.75, -0.25, 0.39)  -0.486
O (-1.05, -0.80, -0.47)  -0.215
N (-1.51, 0.87, 1.06)  -0.033
N (-0.38, 1.52, 0.67)  -0.056
C (0.10, 2.34, 1.50)  -0.916
S (1.50, 3.33, 1.02)  0.889
C (2.01, 3.61, 2.73)  -0.559
C (0.75, 3.90, 3.53)  -0.572
S (-0.49, 2.63, 3.16)  0.874
H (-2.81, 1.08, 2.03)  0.044
H (-5.76, -0.66, 2.83)  0.102
H (-6.30, -2.83, 1.75)  0.087
H (-4.73, -3.79, 0.07)  0.086
H (-2.65, -2.53, -0.50)  0.111
H (2.69, 4.46, 2.76)  0.067
H (2.52, 2.74, 3.14)  0.073
H (0.36, 4.89, 3.28)  0.062
H (0.95, 3.87, 4.61)  0.062

[4]
Molecular formula: BrH2O2P
Method: DFT, the ωB97M-V functional and the def2-TZVPD basis

## Properties
SMILES: OP(O)Br
Total charge: 0
HOMO energy: -10.11 eV
2S+1: 1
Frontier orbital gap: 10.46 eV
Molecular weight: 144.89 g mol⁻¹
E_LUMO: 0.4 eV

Last column: Löwdin charge in e.
Atoms and positions in Å:
O (-0.38, -0.14, -1.48)  -0.353
O (0.10, 1.13, 0.58)  -0.383
P (0.81, -0.05, -0.30)  0.566
Br (0.17, -1.86, 1.11)  0.087
H (-1.28, -0.37, -1.32)  0.028
H (0.60, 1.29, 1.40)  0.055